*A*
Below is a cluster of 2 separate species, C5H11NO3 in total, with properties calculated with wB97M-V/def2-TZVPD.

Summary:
E_HOMO ... -9.795 eV
Gap between HOMO and LUMO ... 0.37742 Eh
Structure (SMILES) ... CNC(C)=O.CC(=O)O
Lowest unoccupied orbital energy ... 0.017 hartree

```
! RIJCOSX wB97M-V def2-TZVPD def2/J DEFGRID3
* xyz 0 1
C 2.0909 1.8570 0.0611
N 1.8720 0.4896 0.7566
C 2.0747 -0.5761 -0.1634
C 1.2671 -1.8229 0.1419
O 2.7886 -0.5511 -1.1181
H 2.1042 1.7421 -1.1461
H 1.0287 2.4047 0.3629
H 3.0828 2.4645 0.4036
H 0.8774 0.3746 1.3204
H 0.2904 -1.6412 0.7383
H 1.9088 -2.4849 0.7586
H 0.9034 -2.4334 -0.7301
C -3.3549 -0.0214 -0.6025
C -1.9266 0.2150 -0.2244
O -1.0076 0.5645 -0.9070
O -1.7482 -0.1936 1.0896
H -3.6230 0.2087 -1.6624
H -3.7994 -1.0552 -0.2667
H -4.0295 0.6302 0.0115
H -0.7995 -0.1709 1.1762
*
```


*B*
Below is an isolated molecule of C5H11NO3, with properties calculated with wB97M-V/def2-TZVPD.

Summary:
E_HOMO ... -10.068 eV
Gap between HOMO and LUMO ... 0.39225 Eh
Structure (SMILES) ... C[C@@H](NO)[C@@H](C)C(=O)O
Lowest unoccupied orbital energy ... 0.022 hartree

```
! RIJCOSX wB97M-V def2-TZVPD def2/J DEFGRID3
* xyz 0 1
C -0.5802 -1.5657 -0.5666
C 0.4336 -0.4089 -0.5087
N 0.4825 0.2173 -1.8452
O 1.7754 0.8825 -1.9200
C 0.1251 0.6386 0.5891
C -1.2817 1.2469 0.4871
C 0.4043 0.2245 2.0322
O 0.3940 1.0351 2.9500
O 0.6587 -1.0729 2.2830
H -1.2407 -1.5066 -1.4393
H -0.0447 -2.5199 -0.6395
H -1.2177 -1.6148 0.3216
H 1.4177 -0.8511 -0.3010
H 0.5709 -0.5033 -2.5677
H 1.5353 1.7815 -2.2201
H 0.8405 1.4628 0.4438
H -2.0139 0.5507 0.0682
H -1.6679 1.5682 1.4606
H -1.2646 2.1275 -0.1643
H 0.6736 -1.6924 1.5368
*
```


*A* is preferred energetically. Next in line: 12.0 kJ/mol higher.


*A*
Below is a cluster of 3 separate species, C5H11NO3 in total, with properties calculated with wB97M-V/def2-TZVPD.

Summary:
E_HOMO (spin up / spin down) ... -7.729 / -7.728 eV
Gap between HOMO and LUMO (spin up / spin down) ... 0.31373 / 0.31371 Eh
Lowest unoccupied orbital energy (spin up / spin down) ... 0.030 / 0.030 hartree

```
! RIJCOSX wB97M-V def2-TZVPD def2/J DEFGRID3
* xyz 0 1
C 2.5511 0.5053 0.1815
C 1.6472 1.5343 -0.1380
N 0.2034 1.1941 2.9804
O 0.9523 0.9969 1.7995
O 1.1631 2.4320 -0.6662
H 0.3979 2.1379 3.3123
H -0.7846 1.1643 2.7275
H 2.4260 -0.3280 -0.5061
H 3.5672 0.8887 0.2637
H 2.0711 0.2701 1.2962
C -1.8391 -1.4100 -2.3035
C -1.2833 -0.8416 0.1415
C -0.8406 -0.8792 -1.2999
O 0.2613 -0.5023 -1.6466
H -1.3640 -1.5525 -3.2718
H -2.6585 -0.6930 -2.4061
H -2.2774 -2.3475 -1.9549
H -2.2935 -0.4340 0.2232
H -1.3217 -1.8668 0.5226
H -0.5781 -0.2687 0.7446
*
```


*B*
Below is a cluster of 2 separate species, C5H11NO3 in total, with properties calculated with wB97M-V/def2-TZVPD.

Summary:
E_HOMO ... -8.702 eV
Gap between HOMO and LUMO ... 0.33761 Eh
Structure (SMILES) ... C=CC[C@@H](N)C(=O)O.O
Lowest unoccupied orbital energy ... 0.018 hartree

```
! RIJCOSX wB97M-V def2-TZVPD def2/J DEFGRID3
* xyz 0 1
C 0.2904 -1.1503 2.5475
C 0.8334 -0.0098 2.1351
C 0.5833 0.7022 0.8380
C 1.0454 -0.1669 -0.4436
N 0.0070 -1.1774 -0.5858
C 0.9559 0.8440 -1.6107
O 1.6845 0.8224 -2.5617
O -0.1840 1.6073 -1.6167
H 0.0507 -1.7941 1.6960
H 0.2247 -1.5043 3.5633
H 1.5579 0.5797 2.7183
H -0.4146 0.9253 0.5372
H 1.2472 1.5462 0.8664
H 2.0674 -0.4832 -0.4982
H 0.3464 -2.0916 -0.8517
H -0.7260 -0.9216 -1.2419
H -0.0537 2.4463 -2.0702
O -3.2617 -0.2093 -1.4539
H -3.4199 -0.6093 -0.6002
H -2.8343 0.6444 -1.3673
*
```


*B* is preferred energetically. Next in line: 270.1 kJ/mol higher.